5 unconnected molecules or ions with the total composition C31H58N4O4S. Source: the Open Molecules 2025 dataset; level of theory: the ωB97M-V functional and the def2-TZVPD basis.

Results
Total energy, eV: -58071.82669
Spin multiplicity: 1
SMILES: CCSCOC(=O)OCCCCCCCCCCOC.CCCC#N.CCCC#N.CCCC#N.CCCC#N
LUMO level, hartree: 0.0192
Kohn-Sham gap, eV: 9.14
Total charge: 0

The geometry in XYZ format:
```
98
C31H58N4O4S, DFT the ωB97M-V functional and the def2-TZVPD basis
C 12.721 -2.577 5.934
C 11.740 -1.484 5.475
S 10.057 -2.137 5.394
C 9.383 -1.088 4.078
O 8.063 -0.659 4.387
C 7.074 -1.404 3.863
O 7.214 -2.511 3.417
O 5.913 -0.745 3.964
C 5.521 -0.051 2.751
C 4.063 -0.335 2.421
C 3.072 0.772 2.819
C 2.252 0.451 4.081
C 0.903 -0.170 3.735
C 0.141 -0.711 4.942
C -1.342 -0.907 4.645
C -2.096 -1.639 5.755
C -3.621 -1.556 5.582
C -4.199 -2.732 4.778
O -5.218 -2.327 3.881
C -4.772 -1.951 2.592
H 13.031 -2.418 6.967
H 12.269 -3.567 5.887
H 13.620 -2.579 5.319
H 12.036 -1.113 4.495
H 11.783 -0.643 6.169
H 9.995 -0.190 4.018
H 9.403 -1.613 3.126
H 5.706 1.014 2.890
H 6.160 -0.394 1.932
H 4.000 -0.494 1.341
H 3.767 -1.284 2.874
H 2.371 0.908 1.991
H 3.595 1.725 2.925
H 2.832 -0.194 4.748
H 2.063 1.383 4.623
H 0.295 0.606 3.256
H 1.030 -0.977 3.006
H 0.243 -0.034 5.796
H 0.568 -1.676 5.236
H -1.818 0.069 4.505
H -1.467 -1.463 3.709
H -1.823 -1.213 6.724
H -1.805 -2.694 5.776
H -4.106 -1.521 6.558
H -3.892 -0.645 5.045
H -4.657 -3.465 5.446
H -3.397 -3.251 4.240
H -4.852 -0.869 2.462
H -3.731 -2.229 2.410
H -5.403 -2.449 1.853
C -5.621 -2.802 -2.761
C -4.338 -3.558 -2.450
C -3.895 -3.392 -0.993
C -3.546 -2.006 -0.684
N -3.278 -0.911 -0.464
H -5.478 -1.727 -2.636
H -5.924 -2.980 -3.791
H -6.438 -3.115 -2.106
H -3.546 -3.217 -3.119
H -4.480 -4.623 -2.643
H -3.026 -4.018 -0.784
H -4.689 -3.710 -0.315
C -4.021 2.225 -5.175
C -5.289 1.721 -5.856
C -5.829 0.436 -5.220
C -4.903 -0.680 -5.398
N -4.157 -1.538 -5.555
H -3.204 1.507 -5.273
H -3.697 3.165 -5.623
H -4.185 2.402 -4.110
H -5.097 1.555 -6.912
H -6.063 2.487 -5.798
H -6.786 0.165 -5.670
H -6.007 0.579 -4.152
C -0.763 2.165 -0.411
C -0.298 3.596 -0.164
C 0.906 3.988 -1.030
C 2.092 3.199 -0.701
N 3.019 2.588 -0.416
H 0.012 1.445 -0.144
H -1.646 1.937 0.184
H -1.019 2.011 -1.461
H -0.042 3.725 0.889
H -1.110 4.291 -0.381
H 1.147 5.043 -0.894
H 0.673 3.845 -2.087
C -2.386 4.540 -10.179
C -2.101 3.406 -9.201
C -2.978 2.174 -9.449
C -4.393 2.450 -9.209
N -5.495 2.680 -8.985
H -3.407 4.907 -10.073
H -1.711 5.377 -10.003
H -2.249 4.211 -11.211
H -2.247 3.754 -8.177
H -1.058 3.099 -9.286
H -2.676 1.355 -8.793
H -2.859 1.822 -10.475
```

Atom charges from the Mulliken analysis, given in e for atoms 1 to 6:
1 C -1.027
2 C -0.339
3 S -0.162
4 C -0.440
5 O -0.310
6 C 0.596